A structure of composition C13H20N4O2S2 at a distorted geometry. Source: the Open Molecules 2025 dataset; level of theory: ωB97M-V/def2-TZVPD.

Results
- ΔE to the lowest compared entry with this formula, charge and spin: 22.3 kcal/mol
- Frontier orbital gap: 0.259 Ha
- HOMO energy: -8.3 eV
- Lowest unoccupied orbital energy: -1.24 eV
- Total energy: -1673.22668 a.u.

```
! wB97M-V def2-TZVPD RIJCOSX def2/J DEFGRID3
* xyz 0 1
C -4.50048 0.05211 0.36407
N -3.11602 0.33585 0.05605
C -2.96652 1.64499 -0.54622
H -3.48977 1.72702 -1.51212
H -1.91338 1.86864 -0.69846
H -3.38046 2.39134 0.13141
C -2.46591 -0.72720 -0.69796
H -3.17821 -1.53331 -0.90339
H -2.10003 -0.35027 -1.65810
C -1.26658 -1.32873 0.06589
C -1.69590 -1.74261 1.47340
H -2.10758 -0.88550 1.99746
H -2.45510 -2.51931 1.42307
H -0.84819 -2.12805 2.03576
C -0.74393 -2.54900 -0.69599
H -0.52394 -2.29564 -1.72989
H -1.48812 -3.34236 -0.69169
H 0.16271 -2.92940 -0.22972
C -0.15578 -0.27352 0.19352
N 0.28320 0.21461 -1.09485
S 1.11421 1.63983 -1.08324
O 0.35466 2.61215 -0.35495
O 1.48514 1.92848 -2.43538
C 2.62273 1.31256 -0.16211
C 3.14014 2.23511 0.70029
C 4.36308 2.01304 1.36748
C 5.08558 0.86635 1.17581
C 4.57294 -0.10526 0.29961
N 5.10056 -1.28975 -0.01556
S 4.12686 -2.03430 -1.04658
N 2.97757 -0.91327 -1.15292
C 3.32029 0.11849 -0.37872
H 6.02562 0.68878 1.67275
H 4.73272 2.77344 2.03799
H 2.58495 3.14592 0.86033
H 0.79727 -0.46372 -1.63962
H 0.68373 -0.69504 0.76717
H -0.54167 0.59429 0.72977
H -5.14261 0.01808 -0.53126
H -4.57170 -0.90359 0.88047
H -4.88209 0.82876 1.02642
*
```

A structure of composition C39H35N7O7P3Pb at a distorted geometry. Source: the Open Molecules 2025 dataset; level of theory: ωB97M-V/def2-TZVPD.

Results
- ΔE to the lowest compared entry with this formula, charge and spin: 7.1 kcal/mol
- Frontier orbital gap: 0.255 Ha
- HOMO energy: -5.1 eV
- Lowest unoccupied orbital energy: 1.83 eV
- Total energy: -3634.53925 a.u.

```
! wB97M-V def2-TZVPD RIJCOSX def2/J DEFGRID3
* xyz -1 1
Pb -0.05508 -0.01800 -0.21495
C -1.80945 2.74896 1.24703
N -1.79783 1.30898 1.04175
C -2.87898 0.63768 1.21821
C -2.98155 -0.75875 0.93893
C -4.08764 -1.60513 1.08933
C -3.68664 -2.86239 0.63804
C -2.35441 -2.71952 0.23769
N -1.92325 -1.46495 0.41767
C -0.63126 3.22562 2.06341
C 0.55474 3.58882 1.43936
C 1.64771 3.99768 2.18999
C 1.55576 4.06199 3.57187
C 0.37502 3.69833 4.20520
C -0.71150 3.28104 3.45208
H -2.74597 3.05375 1.73646
H -1.76470 3.21130 0.25607
H -3.78796 1.13963 1.57465
H -5.05308 -1.31922 1.48044
H -4.27685 -3.76543 0.60652
H -1.69536 -3.47559 -0.16840
H 0.62549 3.56312 0.36052
H 2.57016 4.25636 1.68636
H 2.40391 4.39337 4.15926
H 0.30264 3.73048 5.28580
H -1.63539 3.00822 3.95283
N 1.23876 -2.49712 2.11113
P 0.28930 -1.09974 2.47503
C 1.29067 -0.54415 3.92256
C 2.16407 0.52290 3.73742
C 2.98698 0.93266 4.77758
C 2.94106 0.28531 6.00269
C 2.08955 -0.79731 6.18308
C 1.26943 -1.21473 5.14694
C -1.05867 -1.87884 3.44640
C -1.33135 -3.23958 3.45006
C -2.40035 -3.74017 4.18262
C -3.21049 -2.88236 4.90786
C -2.93968 -1.52061 4.91630
C -1.87580 -1.02238 4.18619
C 1.98735 -2.66860 0.95064
C 3.17199 -3.41056 1.01278
C 3.89310 -3.61869 -0.14409
C 3.41884 -3.10401 -1.33845
C 2.25013 -2.37282 -1.30596
N 1.53720 -2.16620 -0.20043
H 1.71149 -2.87493 2.92042
H 2.19862 1.00974 2.76784
H 3.66632 1.76317 4.63428
H 3.57455 0.61352 6.81775
H 2.06629 -1.31928 7.13218
H 0.61056 -2.06292 5.29000
H -0.70627 -3.90528 2.86874
H -2.60491 -4.80380 4.18156
H -4.05586 -3.27250 5.46120
H -3.56933 -0.84542 5.48310
H -1.66297 0.04220 4.18403
H 3.52675 -3.77551 1.96864
H 4.82805 -4.16318 -0.11274
H 3.97008 -3.21416 -2.26005
H 1.84539 -1.93500 -2.20844
O 1.08023 2.44400 -4.01708
P 1.08338 2.37435 -2.37183
O 1.64225 3.66832 -1.87944
O -0.28035 1.93521 -1.94188
O 2.15669 1.16746 -2.17628
P 3.17064 1.02670 -0.82986
O 3.84917 2.47838 -0.79164
O 4.15308 -0.02684 -1.13764
O 2.25913 0.86001 0.36656
H 1.44185 3.31562 -4.22925
H 3.15269 3.13225 -1.06114
N 1.48097 -0.86224 -11.12101
C 1.09947 -0.90445 -10.03679
C 0.61172 -0.95880 -8.69538
C 0.95554 0.03668 -7.77947
C 0.47124 -0.00355 -6.48707
C -0.35854 -1.05125 -6.09437
C -0.69724 -2.05121 -7.00292
C -0.21888 -2.00596 -8.29715
N -0.82619 -1.11519 -4.77166
C -2.01606 -1.66311 -4.33026
C -1.99433 -1.56464 -2.97412
N -0.81294 -0.99180 -2.57334
C -0.14298 -0.71969 -3.65877
H 1.60379 0.84422 -8.09048
H 0.72143 0.77915 -5.78083
H -1.31884 -2.87974 -6.69207
H -0.47285 -2.78627 -9.00131
H -2.76827 -2.02917 -5.00568
H -2.73374 -1.86036 -2.24794
H 0.82349 -0.24473 -3.68292
*
```

A structure of composition C33H34ClMoN8O4P. Source: the Open Molecules 2025 dataset; level of theory: ωB97M-V/def2-TZVPD.

Results
- ΔE to the lowest compared entry with this formula, charge and spin: 0.0 kcal/mol
- Frontier orbital gap (spin up / spin down): 0.282 / 0.282 Ha
- <S²>: 2.017
- HOMO energy (spin up / spin down): -13.5 / -14.0 eV
- Lowest unoccupied orbital energy (spin up / spin down): -5.78 / -6.34 eV
- Total energy: -2886.30811 a.u.

```
! wB97M-V def2-TZVPD RIJCOSX def2/J DEFGRID3
* xyz 2 3
Mo 1.16321 0.49030 0.36887
N 3.08258 1.61281 0.82878
C 2.72152 2.87837 1.51949
C 1.59080 2.57656 2.49478
O 1.46642 3.15979 3.54645
N 0.78036 1.56837 2.05265
C -0.10487 0.98951 3.04525
C -0.59289 -0.35111 2.54423
O -1.25217 -1.11429 3.19126
O -0.17781 -0.66834 1.30244
H 3.56525 1.00705 1.49055
H 3.73830 1.79705 0.07202
H 2.39255 3.60227 0.77338
H 3.56744 3.30329 2.05910
H -0.96260 1.62478 3.28490
H 0.43167 0.83287 3.98838
Cl -0.20477 -0.10196 -3.86267
C -1.00194 1.41438 -3.49745
C -1.17909 2.27240 -4.56815
C -1.83736 3.48000 -4.38120
C -2.32879 3.80072 -3.12750
C -2.14908 2.92359 -2.06747
C -1.46987 1.71490 -2.21780
P -1.20970 0.60999 -0.77659
C -1.87798 -0.98096 -1.34605
C -3.02050 -0.95958 -2.14692
C -3.58611 -2.14297 -2.59135
C -3.01573 -3.35861 -2.24380
C -1.88519 -3.38648 -1.44054
C -1.31962 -2.20525 -0.98468
C -2.34321 1.22415 0.49129
C -3.43026 0.46274 0.90625
C -4.28231 0.95318 1.88645
C -4.06015 2.20191 2.44474
C -2.97149 2.96557 2.03670
C -2.11135 2.47316 1.07143
H -0.82400 1.98022 -5.54573
H -1.98385 4.14745 -5.21818
H -2.87114 4.72194 -2.97055
H -2.56463 3.18748 -1.10425
H -3.47658 -0.01859 -2.43021
H -4.47293 -2.11381 -3.20847
H -3.45774 -4.28223 -2.59094
H -1.45160 -4.33457 -1.15331
H -0.46382 -2.24254 -0.32837
H -3.61055 -0.51626 0.48322
H -5.11963 0.35341 2.21294
H -4.73081 2.58218 3.20307
H -2.78885 3.93550 2.47834
H -1.24729 3.06275 0.78165
N 3.08277 -0.68021 -3.24242
C 2.99125 -1.98405 -2.81264
C 2.32347 -1.94998 -1.62718
N 1.99958 -0.64946 -1.33053
C 2.46879 0.08767 -2.32738
C 2.14325 1.49907 -2.30207
N 1.45535 1.94193 -1.25625
C 1.17821 3.26900 -1.50074
C 1.70684 3.61494 -2.70430
N 2.31786 2.48371 -3.19838
H 3.51799 -0.38045 -4.10002
H 3.39905 -2.79911 -3.38116
H 2.03553 -2.76655 -0.99126
H 0.60653 3.86934 -0.81597
H 1.70448 4.54367 -3.24316
H 2.77198 2.41365 -4.09501
N 2.36004 -0.86099 1.58461
C 2.35670 -1.83015 2.23327
N 2.37713 -2.89191 2.95224
C 2.84761 -4.18319 2.40478
C 1.64207 -5.09148 2.22232
O 0.94577 -5.23178 3.43472
C 0.41359 -3.99793 3.87671
C 1.52995 -3.00969 4.16796
H 3.53365 -4.60445 3.14150
H 3.38948 -4.00292 1.47787
H 1.96517 -6.08552 1.91480
H 0.97508 -4.68066 1.44852
H -0.14404 -4.19945 4.79032
H -0.27333 -3.58214 3.12870
H 2.17878 -3.36632 4.96892
H 1.13755 -2.02770 4.42480
*
```

A cluster of 2 separate species, C2H4BrNO in total at a distorted geometry. Source: the Open Molecules 2025 dataset; level of theory: ωB97M-V/def2-TZVPD.

Results
- ΔE to the lowest compared entry with this formula, charge and spin: 88.5 kcal/mol
- Frontier orbital gap (spin up / spin down): 0.307 / 0.307 Ha
- HOMO energy (spin up / spin down): -8.2 / -8.2 eV
- Lowest unoccupied orbital energy (spin up / spin down): 0.14 / 0.14 eV
- Total energy: -2782.49493 a.u.

```
! wB97M-V def2-TZVPD RIJCOSX def2/J DEFGRID3
* xyz 0 1
C 0.95842 -0.49173 -0.20958
C -0.71183 1.09924 -0.09055
N 0.61428 -1.63537 0.14497
O -1.89088 0.45033 -0.28214
Br 2.74622 0.35886 -0.40673
H -0.41051 1.68780 -0.96496
H -0.51123 1.13239 0.95597
H 1.22193 -2.41603 0.37528
H -2.01640 -0.18549 0.47773
*
```

An isolated molecule of CH3N3O at a distorted geometry. Source: the Open Molecules 2025 dataset; level of theory: ωB97M-V/def2-TZVPD.

Results
- ΔE to the lowest compared entry with this formula, charge and spin: 166.2 kcal/mol
- Frontier orbital gap (spin up / spin down): 0.333 / 0.306 Ha
- HOMO energy (spin up / spin down): -9.8 / -9.8 eV
- Lowest unoccupied orbital energy (spin up / spin down): -0.71 / -1.43 eV
- Total energy: -279.16241 a.u.

```
! wB97M-V def2-TZVPD RIJCOSX def2/J DEFGRID3
* xyz 0 1
C -1.02896 -0.03016 -0.13926
N 0.19545 -0.48587 -0.01837
N -2.10639 -0.62503 0.14513
N 2.49242 -0.14498 -0.11461
O 1.27167 0.23595 0.33620
H -1.04254 0.96857 -0.63763
H -3.02832 -0.35983 -0.06384
H 3.24667 0.44135 0.49239
*
```

Question: The highest total energy belongs to which entry?
Answer: CH3N3O

Please write out number 4 again, unchanged.
A cluster of 2 separate species, C2H4BrNO in total at a distorted geometry. Source: the Open Molecules 2025 dataset; level of theory: ωB97M-V/def2-TZVPD.

Results
- ΔE to the lowest compared entry with this formula, charge and spin: 88.5 kcal/mol
- Frontier orbital gap (spin up / spin down): 0.307 / 0.307 Ha
- HOMO energy (spin up / spin down): -8.2 / -8.2 eV
- Lowest unoccupied orbital energy (spin up / spin down): 0.14 / 0.14 eV
- Total energy: -2782.49493 a.u.

```
! wB97M-V def2-TZVPD RIJCOSX def2/J DEFGRID3
* xyz 0 1
C 0.95842 -0.49173 -0.20958
C -0.71183 1.09924 -0.09055
N 0.61428 -1.63537 0.14497
O -1.89088 0.45033 -0.28214
Br 2.74622 0.35886 -0.40673
H -0.41051 1.68780 -0.96496
H -0.51123 1.13239 0.95597
H 1.22193 -2.41603 0.37528
H -2.01640 -0.18549 0.47773
*
```

Question: The lowest total energy belongs to which entry?
Answer: C39H35N7O7P3Pb